DFT (ωB97M-V/def2-TZVPD) results for C4H6O2 as an isolated structure in a non-equilibrium geometry.

Last column: Mulliken charge in e.
Geometry (Å):
O: 1.324 -1.237 -0.553  -0.627
O: -0.260 0.873 -1.149  -0.443
C: 0.207 -0.768 -0.590  0.537
C: 0.587 0.636 1.535  -1.147
C: -0.668 -0.368 -1.744  -0.367
C: -0.309 -0.068 0.581  0.230
H: 1.472 1.002 1.016  0.306
H: 0.902 -0.003 2.374  0.336
H: 0.015 1.459 1.975  0.336
H: -1.259 -0.418 1.023  0.346
H: -1.765 -0.468 -1.746  0.236
H: -0.247 -0.641 -2.722  0.259

Values from the calculation:
frontier orbital gap: 9.084 eV
relative energy (zero: lowest compared OMol25 entry of this formula, charge and spin): 3.980 eV
spin multiplicity: 1
electronic energy: -306.3600 hartree